Entry 1:
Below is a cluster of 2 separate species, C3H4Cl2F2 in total, with properties calculated with the ωB97M-V functional and the def2-TZVPD basis.

* LUMO level: 0.649 eV
* SMILES string: C=C(F)[C@H](F)Cl.Cl
* DFT total energy: -33654.589 eV
* HOMO energy: -10.1 eV

CARTESIAN COORDINATES (ANGSTROEM)
C (-1.00797, -0.16838, 0.72775)
C (1.33612, 0.66448, 0.62188)
C (0.30369, -0.30878, 0.87513)
F (1.01763, 1.77104, 1.25304)
F (0.76515, -1.53637, 1.19254)
Cl (1.62661, 0.95494, -1.13116)
Cl (-1.11070, -1.14398, -2.73330)
H (-1.97141, -0.37022, -3.39622)
H (-1.43039, 0.76793, 0.46039)
H (-1.78487, -0.93360, 1.07496)
H (2.25613, 0.30295, 1.05499)



Entry 2:
Below is an isolated molecule of C3H4Cl2N2S, with properties calculated with the ωB97M-V functional and the def2-TZVPD basis.

* LUMO level: -1.117 eV
* SMILES string: [H]/N=C(/N)C(Cl)(Cl)C=S
* DFT total energy: -42033.949 eV
* HOMO energy: -9.1 eV

CARTESIAN COORDINATES (ANGSTROEM)
C (-0.42628, 0.73500, -0.43140)
C (-0.27398, -0.77167, 0.12508)
C (1.20952, -1.40685, 0.37265)
H (0.14081, 1.25099, 1.43144)
H (0.03023, 2.58659, 0.54582)
H (-0.77528, 0.36082, -2.30778)
H (1.07235, -2.43161, 0.71692)
N (-0.24383, 1.66011, 0.48446)
N (-0.91800, 1.12960, -1.61752)
S (2.50469, -0.53852, 0.12735)
Cl (-1.38269, -0.78411, 1.64302)
Cl (-0.93754, -1.79036, -1.09002)



Entry 3:
Below is a cluster of 2 separate species, C3H4Cl2Si in total, with properties calculated with the ωB97M-V functional and the def2-TZVPD basis.

* LUMO level (spin up / spin down): -0.920 / -2.723 eV
* DFT total energy: -36093.436 eV
* HOMO energy (spin up / spin down): -10.5 / -7.9 eV

CARTESIAN COORDINATES (ANGSTROEM)
C (1.45232, -0.35191, 0.36850)
C (1.34555, -0.63970, 1.53464)
C (1.49598, 0.16628, -0.97107)
Si (-2.54118, -0.00607, 0.67750)
Cl (-1.48029, -1.66073, 0.42587)
Cl (-1.95154, 1.58113, -0.26586)
H (2.43504, 0.71138, -1.02143)
H (1.33835, -0.55166, -1.82980)
H (0.56553, 0.79635, -1.02875)
H (-2.65975, -0.04506, 2.11041)



no.,strongest force on any atom (eV/A)
1,3.62
2,7.21
3,4.46